1.
{"formula": "C35H77BF3N3O18PS4", "method": "the ωB97M-V functional and the def2-TZVPD basis", "elements": ["C", "C", "O", "C", "B", "O", "N", "C", "C", "C", "C", "N", "C", "C", "C", "F", "C", "F", "F", "C", "P", "O", "O", "N", "C", "C", "O", "C", "C", "C", "C", "C", "C", "C", "C", "O", "C", "H", "H", "H", "H", "H", "H", "H", "H", "H", "H", "H", "H", "H", "H", "H", "H", "H", "H", "H", "H", "H", "H", "H", "H", "H", "H", "H", "H", "H", "H", "H", "H", "H", "H", "H", "H", "H", "H", "H", "H", "H", "H", "H", "H", "H", "O", "S", "O", "O", "C", "C", "C", "H", "H", "H", "H", "H", "H", "H", "H", "O", "S", "O", "O", "C", "C", "C", "H", "H", "H", "H", "H", "H", "H", "H", "O", "S", "O", "O", "C", "C", "C", "H", "H", "H", "H", "H", "H", "H", "H", "O", "S", "O", "O", "C", "C", "C", "H", "H", "H", "H", "H", "H", "H", "H"], "xyz": [[1.51, 1.45, 1.61], [1.42, -0.06, 1.34], [0.47, -0.44, 0.36], [-0.94, -0.70, 0.54], [-1.69, 0.62, -0.06], [-1.28, 0.94, -1.34], [-2.74, 1.38, 0.61], [-2.25, 2.74, 0.93], [-3.87, 1.52, -0.34], [-1.30, -1.36, 1.93], [-0.95, -0.58, 3.23], [-1.04, 0.87, 3.03], [-2.78, -1.89, 2.12], [-3.98, -0.93, 2.06], [-4.10, 0.03, 3.20], [-4.13, 1.34, 2.93], [-4.20, -0.32, 4.46], [-4.16, 0.50, 5.46], [-4.31, -1.56, 4.85], [-0.60, -2.70, 1.75], [0.02, -4.00, 2.98], [-0.22, -3.33, 4.41], [1.62, -3.68, 2.80], [-0.60, -3.04, 0.51], [-0.12, -4.33, 0.00], [-1.13, -1.92, -0.43], [-2.44, -2.15, -0.82], [-0.26, -1.92, -1.68], [-0.78, -2.77, -2.87], [0.38, -3.17, -3.80], [0.93, -2.00, -4.62], [2.28, -1.45, -4.14], [2.95, -0.53, -5.17], [4.07, -1.20, -5.97], [5.27, -1.63, -5.13], [5.67, -0.54, -4.33], [6.98, -0.70, -3.80], [2.47, 1.85, 1.28], [1.44, 1.68, 2.67], [0.74, 2.01, 1.06], [1.32, -0.64, 2.26], [2.37, -0.39, 0.90], [-0.66, 1.68, -1.38], [-3.08, 3.33, 1.33], [-1.88, 3.26, 0.04], [-1.45, 2.70, 1.67], [-3.69, 2.30, -1.09], [-4.77, 1.78, 0.22], [-4.05, 0.59, -0.88], [-1.62, -0.90, 4.02], [0.06, -0.82, 3.57], [-0.23, 1.33, 3.43], [-1.84, 1.25, 3.52], [-2.98, -2.69, 1.40], [-2.80, -2.38, 3.10], [-4.86, -1.59, 2.10], [-4.07, -0.37, 1.13], [0.35, -2.59, 4.66], [1.89, -3.36, 1.93], [-0.47, -4.47, -1.02], [0.97, -4.35, -0.04], [-0.50, -5.13, 0.63], [-3.09, -1.72, -0.26], [0.77, -2.20, -1.43], [-0.20, -0.89, -2.02], [-1.48, -2.16, -3.44], [-1.28, -3.68, -2.54], [0.04, -3.99, -4.44], [1.19, -3.57, -3.17], [0.20, -1.18, -4.64], [1.07, -2.33, -5.66], [2.94, -2.31, -3.92], [2.15, -0.91, -3.19], [2.18, -0.21, -5.89], [3.34, 0.37, -4.70], [4.43, -0.49, -6.72], [3.69, -2.07, -6.52], [5.05, -2.50, -4.50], [6.09, -1.92, -5.80], [7.15, -1.73, -3.47], [7.73, -0.45, -4.56], [7.09, -0.05, -2.94], [1.97, 5.40, 3.96], [0.71, 5.65, 3.33], [0.39, 4.98, 2.10], [0.50, 7.20, 3.14], [1.57, 7.96, 2.52], [1.59, 7.81, 1.01], [-0.60, 5.39, 4.48], [2.52, 7.66, 2.97], [1.37, 8.99, 2.81], [1.87, 6.80, 0.71], [2.31, 8.51, 0.59], [0.61, 8.02, 0.59], [-0.38, 5.95, 5.38], [-0.63, 4.33, 4.69], [-1.53, 5.72, 4.02], [-2.23, -6.24, -3.34], [-3.39, -6.47, -2.54], [-3.50, -7.68, -1.79], [-4.68, -6.27, -3.43], [-4.75, -6.99, -4.69], [-5.15, -8.44, -4.51], [-3.62, -5.10, -1.47], [-3.80, -6.88, -5.21], [-5.50, -6.44, -5.26], [-4.36, -9.00, -4.01], [-5.33, -8.88, -5.49], [-6.05, -8.51, -3.91], [-3.57, -4.19, -2.06], [-2.80, -5.13, -0.76], [-4.57, -5.19, -0.95], [-4.57, 4.65, 0.69], [-5.54, 5.07, 1.66], [-6.92, 5.13, 1.28], [-5.08, 6.45, 2.27], [-4.75, 7.52, 1.34], [-5.98, 8.20, 0.78], [-5.38, 4.10, 3.12], [-4.12, 7.11, 0.55], [-4.15, 8.21, 1.93], [-6.54, 7.54, 0.13], [-5.67, 9.08, 0.21], [-6.64, 8.52, 1.59], [-4.33, 4.09, 3.41], [-5.71, 3.10, 2.86], [-6.00, 4.52, 3.90], [8.67, -2.89, 0.43], [7.93, -1.66, 0.43], [8.09, -0.74, -0.64], [8.14, -0.93, 1.82], [9.52, -0.74, 2.26], [10.20, 0.42, 1.56], [6.21, -2.00, 0.63], [10.06, -1.68, 2.12], [9.42, -0.56, 3.33], [10.36, 0.21, 0.51], [11.16, 0.60, 2.04], [9.59, 1.32, 1.64], [6.08, -2.67, 1.47], [5.88, -2.47, -0.30], [5.69, -1.06, 0.78]], "multiplicity": 1, "fmax_ev_per_a": 1.29, "charge": 1, "homo_lumo_gap_ev": 7.319}

---

2.
{"formula": "C35H78IO24P5", "method": "the ωB97M-V functional and the def2-TZVPD basis", "elements": ["C", "O", "C", "C", "C", "C", "C", "C", "C", "C", "C", "C", "C", "C", "C", "C", "C", "C", "C", "I", "C", "O", "O", "C", "O", "H", "H", "H", "H", "H", "H", "H", "H", "H", "H", "H", "H", "H", "H", "H", "H", "H", "H", "H", "H", "H", "H", "H", "H", "H", "H", "H", "H", "H", "H", "H", "H", "H", "C", "O", "P", "O", "O", "C", "O", "C", "H", "H", "H", "H", "H", "H", "H", "H", "H", "C", "O", "P", "O", "O", "C", "O", "C", "H", "H", "H", "H", "H", "H", "H", "H", "H", "C", "O", "P", "O", "O", "C", "O", "C", "H", "H", "H", "H", "H", "H", "H", "H", "H", "C", "O", "P", "O", "O", "C", "O", "C", "H", "H", "H", "H", "H", "H", "H", "H", "H", "C", "O", "P", "O", "O", "C", "O", "C", "H", "H", "H", "H", "H", "H", "H", "H", "H"], "xyz": [[-1.92, 2.89, -4.76], [-1.69, 3.63, -3.51], [-2.83, 3.53, -2.59], [-3.33, 2.00, -2.27], [-3.85, 1.91, -0.70], [-2.70, 1.31, 0.33], [-3.09, -0.23, 0.75], [-2.79, -1.34, -0.42], [-1.17, -1.44, -0.74], [-0.75, -3.02, -0.60], [0.85, -3.33, -0.76], [1.63, -2.43, -1.88], [2.87, -1.60, -1.12], [3.17, -0.13, -1.80], [2.30, 1.11, -1.16], [2.19, 1.66, 0.22], [2.97, 1.11, 1.55], [1.87, 1.18, 2.80], [2.10, 2.49, 3.77], [0.08, 3.29, 4.26], [1.15, 2.94, 0.02], [0.95, 3.96, 0.90], [0.45, 2.90, -1.29], [1.33, 2.04, -2.12], [1.28, 2.14, -3.46], [-1.45, 3.51, -5.66], [-1.40, 1.82, -4.78], [-3.06, 2.73, -5.01], [-3.77, 4.15, -2.91], [-2.47, 3.98, -1.55], [-4.26, 1.79, -2.98], [-2.52, 1.17, -2.50], [-4.88, 1.32, -0.59], [-4.04, 3.03, -0.34], [-1.66, 1.43, -0.19], [-2.71, 1.96, 1.30], [-4.23, -0.29, 1.00], [-2.46, -0.56, 1.69], [-3.39, -1.18, -1.42], [-3.14, -2.39, 0.01], [-0.52, -0.69, -0.13], [-1.06, -1.17, -1.90], [-1.35, -3.74, -1.30], [-1.04, -3.34, 0.51], [0.93, -4.47, -1.09], [1.34, -3.28, 0.32], [0.95, -1.73, -2.53], [2.12, -3.20, -2.64], [2.74, -1.58, 0.05], [3.84, -2.26, -1.32], [4.31, 0.17, -1.79], [2.84, -0.22, -2.94], [3.91, 1.76, 1.86], [3.30, -0.02, 1.48], [1.96, 0.23, 3.49], [0.78, 1.22, 2.31], [2.70, 3.36, 3.27], [2.64, 2.13, 4.76], [-1.27, 6.38, 3.64], [-1.19, 7.35, 4.66], [-2.40, 8.40, 4.81], [-3.73, 7.80, 5.12], [-2.33, 9.27, 3.45], [-3.21, 8.94, 2.41], [-1.83, 9.42, 5.92], [-2.61, 10.56, 6.20], [-2.30, 6.03, 3.50], [-0.88, 6.80, 2.71], [-0.65, 5.52, 3.92], [-4.24, 8.84, 2.78], [-2.90, 8.01, 1.93], [-3.19, 9.74, 1.66], [-3.57, 10.26, 6.64], [-2.78, 11.14, 5.30], [-2.07, 11.18, 6.92], [-1.20, -2.55, -5.14], [-1.76, -3.64, -4.43], [-1.56, -5.12, -5.03], [-0.15, -5.59, -5.16], [-2.41, -5.10, -6.40], [-1.71, -4.90, -7.61], [-2.49, -6.01, -4.05], [-2.64, -7.37, -4.37], [-0.25, -2.82, -5.60], [-1.91, -2.23, -5.91], [-1.04, -1.73, -4.44], [-0.84, -5.57, -7.67], [-1.38, -3.87, -7.69], [-2.38, -5.13, -8.44], [-1.68, -7.89, -4.31], [-3.05, -7.48, -5.38], [-3.34, -7.82, -3.66], [-2.54, 6.73, 8.05], [-1.46, 6.18, 8.77], [-1.39, 4.58, 8.92], [-1.27, 3.82, 7.63], [-2.66, 4.21, 9.83], [-3.83, 3.74, 9.18], [-0.15, 4.39, 9.93], [0.11, 3.08, 10.38], [-2.83, 6.10, 7.20], [-3.39, 6.86, 8.73], [-2.25, 7.72, 7.68], [-3.58, 2.94, 8.47], [-4.32, 4.56, 8.66], [-4.51, 3.34, 9.93], [0.41, 2.45, 9.54], [-0.77, 2.65, 10.87], [0.93, 3.12, 11.11], [0.93, -7.80, -0.50], [1.16, -7.21, 0.75], [2.63, -7.34, 1.40], [3.74, -6.72, 0.61], [2.78, -8.91, 1.70], [3.51, -9.69, 0.78], [2.41, -6.71, 2.87], [3.49, -6.78, 3.76], [1.81, -7.73, -1.15], [0.66, -8.85, -0.36], [0.09, -7.30, -0.99], [4.47, -9.23, 0.54], [2.93, -9.84, -0.13], [3.70, -10.67, 1.23], [4.33, -6.19, 3.39], [3.81, -7.82, 3.91], [3.18, -6.38, 4.73], [4.83, 0.42, -6.45], [4.28, -0.67, -5.74], [4.47, -2.15, -6.34], [5.89, -2.61, -6.47], [3.62, -2.13, -7.71], [4.33, -1.93, -8.92], [3.55, -3.03, -5.36], [3.40, -4.40, -5.69], [5.79, 0.15, -6.91], [4.13, 0.74, -7.22], [5.00, 1.24, -5.76], [5.19, -2.60, -8.98], [4.65, -0.89, -9.00], [3.66, -2.16, -9.75], [4.36, -4.91, -5.62], [2.99, -4.51, -6.69], [2.70, -4.85, -4.97]], "multiplicity": 1, "fmax_ev_per_a": 9.39, "charge": 0, "homo_lumo_gap_ev": 7.686}

---

3.
{"formula": "C35H79Cl2IN11O9P2SSi", "method": "the ωB97M-V functional and the def2-TZVPD basis", "elements": ["C", "C", "O", "C", "N", "C", "C", "O", "C", "Si", "C", "C", "C", "N", "C", "N", "Cl", "C", "C", "N", "N", "P", "O", "Cl", "C", "P", "S", "C", "C", "C", "C", "I", "H", "H", "H", "H", "H", "H", "H", "H", "H", "H", "H", "H", "H", "H", "H", "H", "H", "H", "H", "H", "H", "H", "H", "H", "H", "H", "H", "H", "H", "H", "H", "H", "H", "H", "H", "H", "H", "C", "O", "N", "C", "C", "H", "H", "H", "H", "H", "H", "H", "C", "O", "N", "C", "C", "H", "H", "H", "H", "H", "H", "H", "C", "O", "N", "C", "C", "H", "H", "H", "H", "H", "H", "H", "C", "O", "N", "C", "C", "H", "H", "H", "H", "H", "H", "H", "C", "O", "N", "C", "C", "H", "H", "H", "H", "H", "H", "H", "C", "O", "N", "C", "C", "H", "H", "H", "H", "H", "H", "H"], "xyz": [[-3.03, 0.84, -2.12], [-1.52, 0.67, -2.30], [-1.23, 0.67, -3.70], [-1.16, -0.65, -1.71], [0.31, -0.89, -1.75], [0.93, -0.44, -0.50], [2.44, -0.42, -0.77], [3.29, 0.32, 0.08], [3.15, 1.71, 0.20], [2.10, 1.91, 1.86], [2.85, 2.97, 3.21], [1.81, 0.22, 2.65], [0.36, 2.62, 1.53], [4.58, 2.25, 0.35], [4.64, 3.57, 0.50], [5.28, 4.12, 1.50], [6.20, 3.18, 2.56], [5.28, 5.55, 1.87], [6.65, 6.19, 2.00], [6.91, 7.31, 1.55], [3.97, 4.35, -0.41], [4.73, 5.63, -1.34], [4.65, 5.30, -2.93], [6.74, 5.21, -1.07], [2.55, 3.95, -0.62], [1.48, 5.00, -1.72], [0.50, 4.04, -3.10], [2.56, 2.45, -0.98], [3.16, 2.16, -2.40], [4.39, 1.24, -2.56], [4.11, 0.23, -3.71], [6.23, 2.22, -3.18], [-3.36, 1.78, -2.56], [-3.49, 0.01, -2.65], [-3.24, 0.77, -1.05], [-0.98, 1.51, -1.85], [-1.96, 1.09, -4.16], [-1.55, -0.72, -0.70], [-1.60, -1.39, -2.37], [0.62, -0.28, -2.51], [0.50, 0.54, -0.26], [0.67, -1.17, 0.25], [2.54, -0.24, -1.83], [2.74, -1.45, -0.67], [3.70, 2.45, 3.63], [3.05, 4.01, 2.98], [2.12, 2.99, 4.02], [0.91, -0.26, 2.28], [1.65, 0.40, 3.71], [2.70, -0.40, 2.59], [-0.33, 2.12, 2.20], [0.31, 3.68, 1.77], [0.01, 2.51, 0.51], [4.98, 1.74, 1.13], [4.60, 6.15, 1.29], [4.89, 5.56, 2.89], [7.46, 5.66, 2.50], [6.10, 7.72, 1.07], [3.75, 5.14, -3.26], [2.07, 4.10, 0.35], [0.51, 5.60, -0.89], [2.20, 6.12, -2.22], [1.51, 2.19, -1.04], [2.36, 1.71, -2.98], [3.34, 3.10, -2.90], [4.68, 0.65, -1.71], [5.02, 0.01, -4.25], [3.78, -0.73, -3.32], [3.41, 0.62, -4.44], [0.16, -1.97, 5.78], [-0.69, -1.15, 6.07], [0.00, -2.97, 4.89], [1.06, -3.91, 4.59], [-1.28, -3.10, 4.22], [1.17, -1.96, 6.23], [1.31, -3.86, 3.52], [0.74, -4.93, 4.83], [1.95, -3.68, 5.17], [-1.50, -2.19, 3.66], [-2.07, -3.25, 4.95], [-1.25, -3.95, 3.54], [3.56, 1.91, 6.33], [4.20, 1.16, 5.61], [3.04, 1.59, 7.52], [2.28, 2.54, 8.32], [3.25, 0.24, 8.03], [3.35, 2.95, 6.04], [2.77, 2.69, 9.28], [1.28, 2.15, 8.49], [2.22, 3.49, 7.80], [4.32, 0.05, 8.13], [2.83, -0.48, 7.34], [2.77, 0.14, 9.00], [-5.26, -0.46, -5.11], [-4.53, -0.79, -4.18], [-6.59, -0.56, -5.09], [-7.41, -0.16, -6.21], [-7.23, -1.10, -3.89], [-4.86, -0.06, -6.05], [-8.10, 0.63, -5.90], [-7.99, -1.01, -6.57], [-6.79, 0.22, -7.02], [-6.97, -0.48, -3.03], [-6.86, -2.11, -3.71], [-8.31, -1.12, -4.02], [-8.68, 0.14, -0.29], [-7.76, 0.36, -1.06], [-8.86, -1.00, 0.39], [-9.98, -1.20, 1.29], [-7.89, -2.08, 0.21], [-9.47, 0.89, -0.09], [-9.61, -1.40, 2.30], [-10.58, -2.05, 0.95], [-10.61, -0.31, 1.31], [-6.90, -1.73, 0.49], [-7.86, -2.38, -0.84], [-8.17, -2.93, 0.82], [2.18, -5.24, -1.55], [2.01, -6.34, -1.08], [2.84, -4.97, -2.69], [2.99, -3.61, -3.18], [3.43, -6.07, -3.44], [1.77, -4.33, -1.06], [2.54, -3.53, -4.17], [4.05, -3.36, -3.25], [2.50, -2.92, -2.51], [2.65, -6.77, -3.73], [4.15, -6.60, -2.81], [3.93, -5.69, -4.32], [-4.95, -4.10, -2.43], [-5.91, -4.36, -1.73], [-3.78, -4.76, -2.41], [-2.67, -4.38, -3.27], [-3.62, -5.89, -1.51], [-4.96, -3.26, -3.15], [-2.40, -5.22, -3.93], [-1.81, -4.12, -2.65], [-2.94, -3.52, -3.88], [-4.37, -6.65, -1.74], [-3.77, -5.56, -0.48], [-2.63, -6.32, -1.62]], "multiplicity": 1, "fmax_ev_per_a": 2.10, "charge": 1, "homo_lumo_gap_ev": 7.273}

---

no.,molar mass (Da)
1,1055.1
2,1164.8
3,1118.0